C29H27BrCeN7O2S3Se | the ωB97M-V functional and the def2-TZVPD basis

XYZ file:
```
71
Properties=species:S:1:pos:R:3:forces:R:3
Ce 11.7202 12.2404 9.7778 1.335 -0.361 1.007
C 12.4489 6.7452 8.6905 1.263 -0.170 -0.433
S 11.5165 7.5235 7.3363 0.141 -0.048 0.172
C 11.4084 9.1807 7.9233 0.676 1.220 -0.896
S 10.9153 9.4702 9.5515 0.134 1.208 -0.198
N 11.7137 10.0582 6.9711 0.167 -0.046 0.917
N 11.7406 11.3957 7.3646 -0.751 0.862 -1.529
C 11.7625 12.2730 6.3691 -0.038 -1.690 1.068
C 11.6424 13.6940 6.6018 0.802 1.803 -0.817
C 11.7099 14.6786 5.5440 -0.357 -0.695 1.694
C 11.4800 16.0036 5.8648 -0.502 0.692 1.207
C 11.3410 16.3937 7.2332 0.012 -0.816 -0.882
C 11.4019 15.3792 8.1774 0.157 0.388 -0.637
N 11.5278 14.0864 7.8680 -0.499 -0.267 0.547
H 12.2599 7.2378 9.6522 -0.207 -0.620 -0.273
H 13.5478 6.7647 8.5019 -0.703 0.613 -0.018
H 12.2651 5.6754 8.6001 -0.667 0.066 0.574
H 11.8220 11.9855 5.3230 -0.043 -0.561 0.148
H 11.9326 14.4587 4.5217 -0.140 -0.598 -0.364
H 11.3264 16.7305 5.0642 0.438 -0.131 0.282
H 11.1876 17.4175 7.5918 0.077 -0.400 -0.504
H 11.3811 15.5976 9.2247 -0.019 0.078 0.213
C 9.8511 15.8509 11.2882 -0.173 -0.475 -0.142
C 11.2270 15.6041 11.8331 0.904 0.682 0.588
C 11.4788 16.1992 13.0929 1.306 0.097 0.800
C 12.7539 16.1496 13.6408 -0.613 -0.776 -1.991
C 13.8047 15.5669 12.8571 0.238 0.281 -0.137
C 15.1779 15.8248 13.1522 0.607 -0.454 -1.176
C 16.1717 15.4705 12.2484 -0.915 -0.599 0.079
C 15.8313 14.6902 11.1070 -0.297 0.140 0.559
C 14.5058 14.4179 10.7765 0.786 0.136 1.231
S 14.2427 13.4795 9.3678 -1.299 -1.187 -0.809
C 13.4665 14.9005 11.6297 -0.385 1.477 0.522
N 12.1710 14.9541 11.1671 -0.622 -1.006 -0.093
H 9.7936 16.5506 10.4402 0.285 -0.293 0.186
H 9.2516 16.2912 12.0937 -0.076 -0.350 -0.335
H 9.4507 14.8787 10.9822 -0.395 0.284 -0.073
H 10.6951 16.7579 13.6036 0.140 -0.303 -0.108
H 12.9902 16.6021 14.5723 0.113 0.362 0.632
H 15.5138 16.3634 14.0149 -0.386 0.237 0.523
H 17.2099 15.7358 12.4490 -0.281 -0.139 -0.065
H 16.5971 14.2265 10.4834 -0.085 0.424 0.083
Br 8.3003 13.0857 8.1596 0.532 -0.398 0.281
C 8.1906 12.6788 10.0108 -2.176 -0.253 1.507
C 6.8988 12.9137 10.5928 0.773 -0.196 1.505
C 6.8171 12.7548 11.9981 0.362 -0.550 -0.813
C 7.9182 12.2761 12.7183 0.367 -0.293 -0.027
C 9.1293 12.0676 12.0954 -0.403 0.497 -1.732
N 9.2107 12.2270 10.7318 0.714 1.169 -0.447
C 10.4667 11.8330 12.7763 0.348 -1.381 4.213
O 10.5635 11.5748 14.0086 -0.985 0.973 -3.784
O 11.4944 11.9212 11.9982 0.170 0.366 -1.760
H 5.9767 13.1877 10.0655 0.850 0.046 -0.163
H 5.9071 12.9379 12.5737 0.090 -0.027 -0.542
H 7.8672 11.9772 13.7489 -0.139 0.416 0.438
C 15.7025 9.2695 7.5376 0.510 -0.291 -0.059
N 16.4632 9.7875 8.6906 -0.220 0.825 0.815
C 17.7312 10.3003 8.6498 1.311 0.495 -0.996
C 18.0145 10.9145 9.8361 0.190 -0.293 0.108
N 16.9111 10.7375 10.6454 -0.794 -1.030 -0.977
C 16.7125 11.0697 12.0552 -0.383 0.794 0.434
C 15.9610 10.0550 9.9260 -0.364 0.758 0.370
Se 14.2418 9.7391 10.5637 -0.480 0.037 -0.361
H 15.9225 9.8084 6.5860 -0.067 -0.005 1.023
H 14.6460 9.3615 7.8104 0.208 -0.256 -0.262
H 16.0212 8.2269 7.3720 -0.495 0.290 0.134
H 18.3141 10.1985 7.7166 -0.302 0.223 0.952
H 18.8899 11.4272 10.2334 -0.244 -0.314 -0.467
H 16.3035 10.2040 12.5770 0.217 -0.052 -0.116
H 15.9280 11.8575 12.1589 0.705 -0.418 -0.218
H 17.6468 11.3967 12.5508 -0.418 -0.201 -0.607
```
Forces are in eV/Å.

## Properties
E, eV: -225856.0813
Spin multiplicity: 1
Net charge: +1